(1)
ORCA calculation (the ωB97M-V functional and the def2-TZVPD basis) on a single C22H32N4O3S molecule.

Each line ends with the Mulliken charge.
Atoms and positions in Å:
C: 2.539 5.077 0.341  -1.2368
C: 3.706 4.093 0.362  0.7884
C: 5.015 4.818 0.056  -1.6564
C: 3.497 2.962 -0.649  -1.1171
N: 2.506 2.023 -0.177  0.1400
C: 2.472 0.750 -0.607  0.4897
S: 3.575 0.174 -1.710  -0.4097
N: 1.518 -0.075 -0.092  0.4802
C: 1.361 -1.415 -0.617  -1.8344
C: 2.228 -2.445 0.111  0.2748
C: 1.995 -3.843 -0.456  -0.7515
N: 2.917 -4.821 0.095  -0.0169
C: 2.594 -5.180 1.458  -0.9752
C: 3.008 -5.999 -0.741  -0.9979
C: 0.753 0.235 1.104  -2.3088
C: -0.668 0.611 0.771  0.7825
C: -1.670 -0.300 0.730  0.0864
C: -2.999 0.050 0.356  0.7209
C: -4.050 -0.871 0.313  -0.8948
C: -5.320 -0.480 -0.053  0.3078
C: -5.562 0.861 -0.416  0.3430
C: -4.537 1.789 -0.353  -0.7036
C: -3.261 1.397 0.035  -0.2672
N: -2.232 2.297 0.111  0.0235
C: -0.939 2.007 0.460  0.2236
O: -0.111 2.911 0.514  -0.8300
O: -6.787 1.286 -0.835  -0.4676
C: -7.677 0.237 -1.160  -0.4545
C: -7.615 -0.855 -0.095  -0.4621
O: -6.321 -1.414 -0.049  -0.4772
H: 2.475 5.560 -0.632  0.2946
H: 2.681 5.846 1.096  0.3807
H: 1.595 4.577 0.538  0.2670
H: 3.777 3.645 1.359  0.1882
H: 5.859 4.135 0.120  0.4122
H: 5.174 5.630 0.761  0.4326
H: 4.988 5.235 -0.949  0.3216
H: 4.427 2.406 -0.796  0.6463
H: 3.203 3.379 -1.621  0.2297
H: 1.651 2.439 0.184  0.2331
H: 1.642 -1.394 -1.672  0.5732
H: 0.303 -1.686 -0.545  0.2119
H: 2.003 -2.423 1.179  0.1269
H: 3.277 -2.182 -0.023  0.1775
H: 2.164 -3.800 -1.534  0.4109
H: 0.941 -4.142 -0.292  0.2384
H: 1.591 -5.631 1.552  0.3267
H: 2.640 -4.297 2.092  0.3005
H: 3.330 -5.896 1.821  0.3681
H: 3.332 -5.707 -1.739  0.3040
H: 3.751 -6.675 -0.321  0.3508
H: 2.051 -6.540 -0.825  0.3580
H: 1.238 1.050 1.644  0.6237
H: 0.750 -0.652 1.745  0.4996
H: -1.478 -1.331 0.996  0.5129
H: -3.881 -1.904 0.572  0.4864
H: -4.750 2.812 -0.620  0.4217
H: -2.423 3.269 -0.104  0.2388
H: -8.671 0.683 -1.217  0.3431
H: -7.407 -0.190 -2.135  0.2881
H: -8.298 -1.673 -0.325  0.3429
H: -7.872 -0.424 0.883  0.2909

Its HOMO-LUMO gap is 7.370 eV. As for the structure (SMILES): CC(C)CNC(=S)N(CCCN(C)C)Cc1cc2cc3c(cc2[nH]c1=O)OCCO3. For the HOMO energy, the calculation gives -7.44 eV. The energy relative to the best compared isomer or geometry (same formula, charge and spin) is 0.813 eV.



(2)
ORCA calculation (the ωB97M-V functional and the def2-TZVPD basis) on a gas-phase ion, C3H7N2S (charge +1) in a non-equilibrium geometry.

Each line ends with the Mulliken charge.
Atoms and positions in Å:
C: 0.448 -0.935 -0.878  -0.0558
N: 1.312 -0.481 -0.133  -0.5623
N: 0.925 0.429 0.947  0.0345
C: -0.290 1.196 0.595  -0.5245
S: -1.637 -0.007 0.575  -0.0172
C: -1.044 -0.887 -0.943  -0.5137
H: 0.993 -1.465 -1.614  0.4843
H: 0.841 -0.057 1.817  0.3644
H: 1.810 0.820 1.273  0.3470
H: -0.423 1.897 1.383  0.3544
H: -0.057 1.650 -0.320  0.3736
H: -1.241 -1.888 -0.977  0.3798
H: -1.637 -0.273 -1.724  0.3356

Its HOMO-LUMO gap is 10.484 eV. As for the structure (SMILES): C1=N[NH2+]CSC1. For the HOMO energy, the calculation gives -14.11 eV. The total charge is +1. The energy relative to the best compared isomer or geometry (same formula, charge and spin) is 3.006 eV.



(3)
ORCA calculation (the ωB97M-V functional and the def2-TZVPD basis) on a single C19H22N2O6S molecule in a non-equilibrium geometry.

Each line ends with the Mulliken charge.
Atoms and positions in Å:
C: -3.239 2.826 1.200  -1.5318
C: -2.089 1.784 1.425  1.6143
C: -0.850 2.380 2.097  -1.4868
C: -2.668 0.592 2.244  -1.7693
O: -1.835 1.076 0.194  -0.3501
C: -1.068 1.618 -0.677  0.4723
O: -1.177 2.777 -1.135  -0.6472
N: -0.067 0.799 -1.254  0.3609
C: 0.801 1.338 -2.382  -0.5380
C: 1.901 2.211 -1.674  0.4634
C: 1.706 3.623 -1.809  -0.1587
C: 2.644 4.571 -1.393  -0.8955
C: 3.835 4.036 -0.810  -0.1524
C: 4.097 2.704 -0.642  -1.1509
C: 3.094 1.798 -1.166  0.2301
S: 1.229 -0.064 -3.453  -0.1699
C: 0.631 -1.293 -2.185  -0.8518
C: -0.271 -0.660 -1.124  0.2681
C: 0.071 -1.449 0.196  0.1786
O: -0.094 -2.659 0.099  -0.5777
O: 0.748 -0.849 1.224  0.0122
N: 1.497 -1.761 2.206  0.1104
C: 2.568 -2.577 1.826  0.2995
O: 3.044 -2.656 0.680  -0.5675
C: 3.034 -3.523 2.926  -0.4046
C: 1.840 -3.378 3.870  -0.5580
C: 1.044 -2.175 3.431  0.2500
O: -0.009 -1.984 3.974  -0.5497
H: -3.559 3.251 2.171  0.3820
H: -2.879 3.620 0.485  0.2943
H: -4.092 2.387 0.663  0.3712
H: -1.071 2.607 3.123  0.5247
H: -0.176 1.539 2.170  0.2714
H: -0.496 3.335 1.706  0.3439
H: -2.054 -0.272 2.444  0.3100
H: -2.845 0.865 3.248  0.5080
H: -3.619 0.341 1.885  0.4303
H: 0.369 2.117 -3.056  0.4964
H: 0.717 3.913 -2.115  0.2940
H: 2.335 5.648 -1.423  0.3216
H: 4.577 4.713 -0.468  0.3764
H: 5.076 2.506 -0.137  0.3170
H: 3.185 0.710 -1.077  0.3576
H: 0.137 -2.013 -2.731  0.4993
H: 1.555 -1.700 -1.724  0.3363
H: -1.282 -0.842 -1.529  0.4288
H: 3.818 -3.165 3.443  0.3169
H: 3.136 -4.617 2.746  0.2811
H: 1.208 -4.287 3.808  0.2514
H: 2.001 -3.300 4.937  0.3872

Its HOMO-LUMO gap is 8.562 eV. As for the structure (SMILES): CC(C)(C)OC(=O)N1[C@@H](c2ccccc2)SC[C@H]1C(=O)ON1C(=O)CCC1=O. For the HOMO energy, the calculation gives -8.81 eV. The energy relative to the best compared isomer or geometry (same formula, charge and spin) is 4.289 eV.



(4)
ORCA calculation (the ωB97M-V functional and the def2-TZVPD basis) on a molecular structure, C55H59BF2N2O4SiW in a non-equilibrium geometry.

Each line ends with the Mulliken charge.
Atoms and positions in Å:
W: -0.327 -0.529 0.092  2.5414
C: 2.554 1.632 3.514  -1.7383
C: 1.879 2.437 2.358  1.4616
C: 1.759 3.919 2.966  -1.3138
C: 2.593 2.431 1.047  0.1455
C: 3.930 2.781 1.055  0.0266
C: 4.750 2.923 -0.073  -1.3503
C: 4.140 2.584 -1.262  -0.4020
C: 2.828 2.209 -1.384  0.5236
C: 2.382 1.795 -2.761  0.3150
C: 1.020 2.194 -3.208  -1.4370
C: 2.684 0.276 -2.916  -0.7701
C: 2.061 2.036 -0.243  -1.2262
N: 0.683 1.576 -0.285  0.9496
C: -0.278 2.362 -0.143  1.2811
C: -1.628 1.968 0.159  0.6565
N: -1.912 0.760 0.245  0.4784
C: -3.388 0.459 0.462  -0.9447
C: -3.886 0.391 1.812  1.0254
C: -5.232 0.070 1.921  -0.4249
C: -6.120 -0.097 0.874  -1.8976
C: -5.598 0.071 -0.382  -1.1587
C: -4.251 0.373 -0.603  0.8578
C: -3.879 0.450 -2.197  0.4352
C: -3.435 -0.955 -2.633  -1.3194
C: -2.841 1.455 -2.579  -1.6498
C: -2.955 0.461 2.973  1.7749
C: -2.796 -0.867 3.666  -2.0711
C: -3.477 1.486 3.937  -1.7757
C: -2.462 3.286 0.355  1.2002
C: -3.808 3.519 0.689  0.0388
C: -4.202 4.866 0.740  -1.2316
C: -3.316 5.871 0.648  -1.0531
C: -1.932 5.619 0.258  1.4662
C: -0.987 6.638 0.057  -1.3248
C: 0.296 6.230 -0.227  -0.8335
C: 0.727 4.871 -0.325  -0.2109
C: -0.242 3.974 -0.145  0.4144
C: -1.565 4.341 0.161  -1.2358
H: 1.737 1.205 4.146  0.2449
H: 3.111 2.260 4.086  0.7786
H: 3.256 0.826 3.212  0.2828
H: 0.824 2.122 2.083  -1.0116
H: 2.627 4.136 3.535  0.4868
H: 0.959 3.973 3.759  0.4021
H: 1.499 4.673 2.198  0.2706
H: 4.272 2.986 2.110  0.2625
H: 5.839 3.024 -0.023  0.3918
H: 4.720 2.747 -2.198  0.4154
H: 3.040 2.130 -3.575  0.7115
H: 0.232 1.557 -2.813  0.1044
H: 0.903 2.115 -4.288  0.4874
H: 0.713 3.159 -2.824  0.2417
H: 2.120 -0.432 -2.307  -0.8506
H: 3.703 0.131 -2.575  0.5942
H: 2.639 -0.044 -3.980  0.5717
H: -5.624 -0.032 2.937  0.3280
H: -7.129 -0.351 0.985  0.5350
H: -6.218 -0.035 -1.279  0.4450
H: -4.835 0.660 -2.733  0.9378
H: -2.845 -1.459 -1.846  0.0759
H: -2.925 -0.893 -3.651  0.2875
H: -4.329 -1.547 -2.921  0.5083
H: -1.896 0.991 -2.441  0.2873
H: -2.938 2.471 -2.144  0.2544
H: -2.937 1.768 -3.663  0.4390
H: -2.043 0.852 2.560  -0.9412
H: -3.694 -1.137 4.159  0.5347
H: -1.967 -0.814 4.374  0.4583
H: -2.474 -1.607 2.932  0.3975
H: -4.522 1.276 4.187  0.3342
H: -3.430 2.416 3.439  0.3733
H: -2.855 1.546 4.835  0.5088
H: -4.599 2.804 0.960  0.3332
H: -5.277 4.870 0.885  0.4831
H: -3.740 6.890 0.719  0.3899
H: -1.138 7.678 0.125  0.5463
H: 1.149 6.946 -0.345  0.4116
H: 1.665 4.434 -0.470  0.7554
O: 0.010 -0.414 2.247  -0.4239
H: -0.668 -0.881 2.776  -0.0658
H: 0.990 -0.402 2.472  -0.0285
O: -0.429 -0.712 -2.068  -1.2631
H: 0.439 -0.425 -2.477  0.2386
H: -0.469 -1.710 -2.264  -0.2952
O: -2.230 -2.961 0.759  -0.8460
C: -1.477 -2.061 0.487  1.1332
F: 2.669 -0.884 1.972  -0.2546
B: 2.881 -0.966 0.663  0.0250
F: 4.054 -0.728 0.107  -0.1333
O: 1.799 -1.579 -0.019  0.5841
Si: 1.893 -3.308 -0.396  -0.2232
C: 0.929 -3.365 -2.038  0.6542
C: -0.431 -3.782 -1.935  0.3529
C: -1.259 -4.088 -3.010  -0.9123
C: -0.784 -3.860 -4.314  -0.7996
C: 0.608 -3.489 -4.449  -1.2243
C: 1.394 -3.279 -3.336  0.7221
C: 1.083 -4.240 0.938  0.3229
C: 0.794 -3.683 2.230  -0.3366
C: 0.041 -4.451 3.184  -0.5241
C: -0.386 -5.729 2.939  -0.8650
C: -0.074 -6.296 1.672  -0.6513
C: 0.659 -5.581 0.721  -0.3617
C: 3.650 -3.574 -0.671  0.6222
C: 4.231 -4.643 0.067  -0.7917
C: 5.500 -5.192 -0.197  -0.9411
C: 6.198 -4.581 -1.273  -0.4713
C: 5.711 -3.480 -1.990  -1.1602
C: 4.450 -3.016 -1.656  0.4686
H: -0.777 -3.903 -0.957  0.2385
H: -2.230 -4.491 -2.961  0.5938
H: -1.373 -4.150 -5.222  0.4112
H: 1.018 -3.542 -5.408  0.6754
H: 2.481 -3.131 -3.530  0.3000
H: 1.132 -2.661 2.435  0.3947
H: -0.121 -3.973 4.159  0.4337
H: -0.954 -6.282 3.628  0.5029
H: -0.367 -7.286 1.389  0.4565
H: 0.941 -6.081 -0.172  0.5688
H: 3.655 -5.085 0.822  0.4819
H: 5.993 -5.930 0.428  0.4511
H: 7.180 -5.001 -1.477  0.3816
H: 6.275 -3.136 -2.832  0.4954
H: 4.012 -2.146 -2.218  -0.2264

Its HOMO-LUMO gap (spin up / spin down) is 6.091 / 6.096 eV. For the HOMO energy (spin up / spin down), the calculation gives -12.94 / -12.95 eV. The total charge is +2.



(5)
ORCA calculation (the ωB97M-V functional and the def2-TZVPD basis) on 3 unconnected molecules or ions with the total composition C25H44Br4ClF9N3O3PS in a non-equilibrium geometry.

Each line ends with the Mulliken charge.
Atoms and positions in Å:
C: -0.450 -2.783 1.288  -0.4522
C: -1.608 -2.000 0.449  0.6101
N: -1.242 -0.827 -0.353  0.6785
C: -0.541 0.323 0.244  -1.3036
C: -1.497 0.814 1.450  -0.5470
N: -1.304 0.091 2.801  -0.4548
O: 0.755 0.158 0.983  -0.1784
C: 1.171 1.530 1.300  -0.5789
O: 1.377 2.076 2.488  -0.5944
C: 1.259 2.175 -0.252  0.1469
C: 2.835 1.687 -0.546  -0.0196
C: 3.527 2.301 -1.876  -0.5004
C: 4.720 3.405 -1.627  -0.5220
Cl: 6.310 2.649 -0.990  -0.2218
P: 1.426 4.026 -0.055  0.8047
C: 1.705 5.061 -1.609  -1.3055
C: 2.685 4.647 1.210  -0.9679
C: 0.006 1.380 -0.947  2.0574
C: 0.281 0.500 -2.335  -1.4632
C: 1.421 -0.579 -2.480  -0.9090
C: 1.608 -1.810 -1.440  1.0081
C: 2.625 -2.943 -2.130  -1.0874
C: 4.168 -2.900 -1.599  0.8571
F: 4.562 -1.628 -0.904  -0.2070
F: 4.993 -2.843 -2.873  -0.3572
C: 4.701 -4.263 -0.862  0.5625
F: 6.181 -4.333 -1.161  -0.2683
F: 4.143 -5.531 -1.440  -0.2440
S: 4.520 -4.363 0.978  1.0845
F: 3.376 -5.663 0.784  -0.3426
F: 3.191 -3.301 1.072  -0.1660
F: 5.691 -3.162 1.315  -0.2849
F: 5.780 -5.574 1.018  -0.3407
F: 4.368 -4.600 2.677  -0.2979
C: -1.391 2.074 -1.403  -0.4576
C: -1.726 3.632 -1.177  -0.5754
C: -2.184 4.144 0.297  0.2477
N: -1.457 5.087 1.227  -0.4867
O: -3.398 3.708 0.738  -0.5905
H: -0.576 -3.939 1.150  0.2388
H: 0.650 -2.446 1.089  -0.1051
H: -0.655 -2.551 2.441  0.3031
H: -2.487 -1.774 1.225  -0.7794
H: -2.086 -2.814 -0.285  0.1843
H: -1.944 -0.631 -1.086  0.3858
H: -1.506 1.940 1.732  0.1840
H: -2.618 0.544 1.139  0.0351
H: -2.111 0.474 3.380  0.3290
H: -0.454 0.430 3.294  0.3043
H: 2.936 0.503 -0.424  -0.3730
H: 3.450 2.111 0.387  0.4707
H: 4.057 1.393 -2.444  0.3513
H: 2.742 2.715 -2.675  0.1801
H: 4.435 4.293 -0.924  0.0620
H: 4.969 3.896 -2.686  0.3795
H: 1.009 6.025 -1.612  0.3867
H: 1.395 4.429 -2.553  0.2775
H: 2.802 5.458 -1.779  0.3549
H: 3.321 3.800 1.759  0.2850
H: 3.444 5.462 0.836  0.4056
H: 2.069 5.168 2.090  0.3014
H: -0.718 0.001 -2.765  0.4084
H: 0.509 1.358 -3.141  0.4192
H: 2.519 -0.134 -2.643  -0.1645
H: 1.226 -1.121 -3.534  0.4981
H: 0.575 -2.403 -1.361  -0.0954
H: 2.076 -1.560 -0.405  -0.0949
H: 2.144 -4.021 -1.953  0.3289
H: 2.593 -2.801 -3.315  0.3446
H: -2.376 1.490 -1.053  -0.0182
H: -1.498 1.994 -2.598  0.5128
H: -0.956 4.415 -1.606  0.1822
H: -2.700 3.837 -1.851  0.5266
H: -2.155 5.390 1.970  0.3783
H: -0.757 4.513 1.789  0.2472
Br: -4.109 -3.071 2.230  -0.0335
C: -5.451 -4.326 1.576  -0.6316
C: -4.813 -5.448 0.789  -0.6255
Br: -4.306 -4.856 -0.999  -0.1561
H: -6.175 -3.747 0.997  0.3486
H: -5.939 -4.714 2.474  0.3962
H: -5.527 -6.260 0.628  0.3853
H: -3.912 -5.850 1.260  0.3739
Br: -5.718 -0.367 0.086  -0.0961
C: -7.028 -0.605 1.511  -0.5355
C: -7.204 0.665 2.310  -0.5986
Br: -5.717 0.934 3.543  -0.1391
H: -6.694 -1.454 2.113  0.2103
H: -7.958 -0.872 1.001  0.3742
H: -8.092 0.602 2.945  0.3601
H: -7.270 1.563 1.689  0.3999

Its HOMO-LUMO gap is 5.481 eV. As for the structure (SMILES): CCN[C@@]1(CN)OC(=O)[C@](CCCCl)(P(C)C)[C@]1(CCCCC(F)(F)C(F)(F)S(F)(F)(F)(F)F)CCC(N)=O.BrCCBr.BrCCBr. For the HOMO energy, the calculation gives -7.62 eV.